Computed, not measured: a structure of composition C19H35ClMgN4O5, with ωB97M-V with the def2-TZVPD basis set.

Summary:
**Spin multiplicity**: 1
**Strongest force on any atom**: 0.1361 Eh/bohr
**DFT total energy**: -54416.9785 eV
**Lowest unoccupied orbital energy**: -5.74 eV

Geometry (Å):
Mg1 0.4087 -0.4481 -1.1582
Cl1 1.2131 -1.5504 -7.2706
O1 0.6455 -0.9437 -6.0342
O2 0.1147 -2.0108 -8.0678
O3 1.9114 -0.5926 -8.1034
O4 2.1223 -2.6446 -6.8037
C1 -0.6180 -1.3017 5.5734
C2 0.6207 -0.6452 4.8713
C3 1.8244 -1.6042 5.0668
O5 0.4687 -0.3428 3.5363
H1 -1.0995 -2.0524 4.9468
H2 -1.3700 -0.5571 5.8342
H3 -0.3818 -1.8693 6.4735
H4 0.9526 0.2312 5.4281
H5 1.6951 -2.5280 4.5029
H6 1.8430 -1.7356 6.1487
H7 2.7693 -1.1567 4.7586
C4 10.0319 -1.6196 0.2610
C5 9.0661 -2.3895 1.2253
C6 7.9073 -3.1790 0.5120
C7 6.9512 -2.2614 -0.0957
N1 6.1683 -1.5258 -0.5789
H8 9.6126 -0.6398 0.0324
H9 10.2812 -2.0669 -0.7012
H10 11.0315 -1.5122 0.6820
H11 8.6576 -1.6705 1.9354
H12 9.6790 -3.1258 1.7453
H13 7.3220 -3.6610 1.2950
H14 8.2120 -3.8544 -0.2875
C8 -6.6421 4.8472 0.8369
C9 -7.4696 3.6544 1.1142
C10 -6.5319 2.5295 1.7072
C11 -5.6452 1.8957 0.7124
N2 -4.9601 1.3787 -0.1501
H15 -5.8348 4.6985 0.1198
H16 -6.3107 5.3202 1.7614
H17 -7.1411 5.6622 0.3125
H18 -7.9387 3.1852 0.2494
H19 -8.2283 3.9686 1.8310
H20 -7.2250 1.7716 2.0724
H21 -6.0202 2.9233 2.5853
C12 -4.6160 -6.9802 2.0937
C13 -4.1439 -8.0192 1.0187
C14 -2.6217 -7.9663 0.5737
C15 -2.2013 -6.5863 0.2594
N3 -1.7762 -5.5163 -0.0252
H22 -5.5916 -7.3350 2.4262
H23 -4.6424 -5.9472 1.7469
H24 -4.0125 -7.1034 2.9929
H25 -4.7634 -7.8901 0.1311
H26 -4.4389 -9.0260 1.3141
H27 -2.3710 -8.7949 -0.0886
H28 -1.9736 -8.2322 1.4088
C16 0.6368 8.1099 -5.8130
C17 0.7630 8.8591 -4.4885
C18 0.0020 8.1591 -3.3160
C19 0.2980 6.6795 -3.1194
N4 0.5296 5.5271 -2.8660
H29 -0.4244 7.9637 -6.0148
H30 1.1855 7.1695 -5.7609
H31 1.0070 8.7623 -6.6038
H32 0.2861 9.8389 -4.5126
H33 1.8501 8.8879 -4.4141
H34 -1.0808 8.1387 -3.4392
H35 0.0064 8.7241 -2.3839

Force components x, y, z for each atom (eV/Å):
0.0 -0.1 0.0
0.5 -0.3 1.0
0.8 -0.1 -1.0
-0.3 -1.0 0.2
0.4 -0.2 1.2
-1.4 1.6 -1.1
0.0 0.1 -0.5
-1.4 -0.5 -1.1
0.8 -0.1 -0.1
0.1 -0.3 1.6
0.1 0.2 -0.4
0.0 0.1 -0.1
0.4 0.4 0.2
0.1 0.6 0.1
-0.2 0.0 0.3
0.2 -0.4 -0.1
-0.2 0.1 -0.1
-0.3 0.0 0.1
0.8 -0.5 -1.6
0.1 1.3 0.7
-2.4 2.5 -1.7
2.2 -2.1 1.5
0.2 0.1 0.0
-0.6 -0.5 0.0
-0.2 0.3 0.5
-0.1 -0.2 0.0
-0.2 0.0 0.3
0.2 -0.6 -0.1
0.3 -0.2 0.4
0.4 1.9 -1.2
0.8 -1.2 0.2
-1.5 0.2 0.1
3.6 -2.4 -4.5
-3.9 3.0 5.0
0.5 -0.5 0.5
0.4 -0.3 0.0
-0.8 0.0 0.1
-0.2 0.4 -0.1
-0.1 -0.6 0.1
0.3 -0.4 0.1
0.4 -0.1 -0.2
0.5 -1.6 -0.2
0.1 0.7 -0.4
-1.0 0.1 1.8
1.7 2.8 -1.9
-1.7 -3.7 1.2
-0.3 0.4 -0.2
0.0 -0.2 0.1
0.3 0.4 0.0
0.1 0.3 -0.2
0.5 -0.1 0.4
-0.2 0.7 -0.9
-0.2 0.1 0.6
-1.0 0.7 0.2
-0.5 -1.0 0.2
0.1 -1.3 -0.2
1.4 -3.8 1.6
-1.2 5.5 -1.4
0.0 -0.5 -0.2
-0.2 0.0 -0.2
0.2 -0.3 -0.1
0.5 0.2 -0.3
-0.1 0.6 1.2
-0.2 0.2 -0.9
0.9 -0.3 0.3

Here are the natural (NBO) charges for atoms 1 to 8, given in e: 0.89, 2.48, -0.86, -0.84, -0.83, -0.83, -0.64, 0.06



Computed, not measured: the ion C5H7O2S with charge -1, with ωB97M-V with the def2-TZVPD basis set.

Summary:
**Spin multiplicity**: 1
**Total charge**: -1
**Strongest force on any atom**: 0.0947 Eh/bohr
**DFT total energy**: -20227.3446 eV
**Lowest unoccupied orbital energy**: 3.88 eV

Geometry (Å):
C1 -0.8321 -2.2283 -0.9054
C2 -0.7778 -1.4823 0.2392
C3 0.8383 0.3748 -0.4958
C4 -0.0313 -0.1082 0.3564
C5 1.3959 1.7783 -0.4399
O1 -0.8760 0.1612 2.7762
O2 -1.9739 1.5642 0.8901
S1 -0.7096 1.0877 1.5908
H1 -1.3156 -3.2354 -0.9000
H2 -0.2090 -2.0614 -1.7459
H3 -1.3395 -1.7274 1.1503
H4 1.2172 -0.1548 -1.4317
H5 0.7136 2.4112 -0.9307
H6 2.4380 1.6586 -0.6795
H7 1.4618 1.9618 0.5258

Force components x, y, z for each atom (eV/Å):
-0.3 -0.7 2.8
0.8 1.2 -1.3
1.2 -0.3 -2.3
-2.2 -1.9 -0.1
0.4 -3.2 -2.0
-0.5 0.4 -0.6
0.8 -0.9 0.7
-0.3 0.0 0.4
0.1 1.0 0.1
0.3 0.6 -0.8
0.2 0.0 -0.5
-0.7 0.0 1.3
-0.1 1.3 -0.9
0.4 0.8 -1.3
-0.2 1.7 4.6

Here are the natural (NBO) charges for atoms 1 to 8, given in e: -0.44, -0.16, -0.17, -0.28, -0.66, -1.06, -1.05, 1.45



Computed, not measured: a structure of composition C5As2CrF27N2O11S5, with ωB97M-V with the def2-TZVPD basis set.

Summary:
**Spin multiplicity**: 5
**Total charge**: -1
**Expectation value of S²**: 6.032
**Strongest force on any atom**: 0.1459 Eh/bohr
**DFT total energy**: -308333.8019 eV
**Lowest unoccupied orbital energy (alpha / beta)**: -1.83 / -5.08 eV

Geometry (Å):
Cr1 9.2853 -18.1269 -8.8958
As1 6.8479 -21.0228 -9.2237
F1 6.0628 -20.4128 -10.7654
F2 6.2220 -22.5331 -9.6019
F3 7.3816 -21.5824 -7.7041
F4 7.8532 -19.5187 -8.9421
F5 5.4720 -20.2192 -8.3599
F6 8.3765 -21.5994 -10.0111
As2 11.9185 -20.7564 -10.1881
F7 10.5241 -19.6386 -9.6964
F8 11.1497 -20.8516 -11.8767
F9 13.2608 -21.9081 -10.6774
F10 12.6341 -20.5032 -8.5962
F11 11.0446 -22.2125 -9.5801
F12 12.9099 -19.4113 -10.9062
C1 11.3383 -15.7603 -6.1721
F13 12.3900 -14.9893 -6.0517
F14 10.7609 -15.6379 -5.0412
F15 10.6181 -15.1846 -7.0952
S1 11.8386 -17.5854 -6.6869
O1 12.6311 -17.4072 -7.8806
O2 12.5679 -18.1346 -5.5416
N1 10.2194 -18.3047 -7.1753
S2 9.7410 -18.9007 -5.7514
O3 9.9651 -18.0997 -4.5648
O4 8.3061 -19.1110 -6.0648
C2 10.5589 -20.6464 -5.8241
F16 9.9304 -21.3841 -4.9241
F17 10.4295 -21.1757 -7.0287
F18 11.8851 -20.5853 -5.5095
C3 9.8589 -14.5185 -11.0414
F19 8.8709 -14.2397 -11.8599
F20 10.8496 -13.7723 -11.5212
F21 9.5837 -14.2637 -9.8323
S3 10.4883 -16.3935 -11.1064
O5 11.3015 -16.6599 -12.2865
O6 11.0653 -16.6034 -9.7929
N2 9.1557 -17.4582 -10.7139
S4 8.3867 -17.3832 -12.1469
O7 8.7253 -16.3190 -13.1359
O8 8.1434 -18.7419 -12.7011
C4 6.6099 -16.7992 -11.4895
F22 6.1457 -17.7946 -10.6785
F23 6.6942 -15.7463 -10.7384
F24 5.8457 -16.6242 -12.5727
C5 5.3955 -16.2111 -7.3440
F25 4.9260 -15.8423 -6.1100
F26 5.2229 -17.5109 -7.6484
F27 4.8828 -15.3735 -8.2387
S5 7.3073 -15.8492 -7.2391
O9 7.6204 -16.0788 -5.8307
O10 8.1198 -16.6539 -8.1304
O11 7.4273 -14.4824 -7.6189

Force components x, y, z for each atom (eV/Å):
1.6 -1.6 -0.7
-0.5 -0.9 -2.3
1.7 -0.3 2.1
-1.2 -0.8 0.2
0.2 0.2 0.2
0.7 2.2 0.1
1.6 -0.8 -1.1
-1.9 1.3 0.7
2.4 -2.6 -3.0
-0.4 0.7 0.4
0.8 0.1 3.0
-1.7 1.6 0.7
-0.8 0.1 -1.2
0.7 2.3 -0.7
-1.6 -1.2 1.4
1.1 -0.1 -0.4
2.4 -0.1 -0.5
-2.0 -0.8 2.2
-1.6 -0.2 -1.7
2.9 1.0 -1.2
-1.4 -0.1 1.0
-2.3 0.7 -1.6
4.1 1.5 2.6
-5.2 -0.6 -0.1
0.8 -1.3 -1.3
1.8 -0.3 0.7
1.3 -0.1 0.4
0.0 0.1 0.0
-0.3 0.7 0.8
-1.7 -0.2 -0.3
1.0 -0.8 -3.5
-1.1 -0.2 0.6
0.9 -0.2 0.8
-0.5 0.5 2.2
1.4 -1.4 0.1
-1.9 0.8 2.4
0.4 0.3 1.3
0.9 3.1 -4.3
-5.5 -3.2 -4.0
0.2 -2.2 2.9
0.9 3.3 1.7
1.5 -3.1 -1.0
0.0 0.9 -1.1
-0.1 1.8 0.4
0.1 0.1 1.1
0.8 -0.2 0.6
0.5 -1.1 -1.8
-0.2 2.1 0.6
0.2 -1.0 0.3
-1.3 -1.3 -1.1
0.6 0.2 0.7
-0.4 -0.7 -0.1
0.1 1.6 0.5

Here are the natural (NBO) charges for atoms 1 to 8, given in e: 1.72, 2.81, -0.60, -0.60, -0.60, -0.63, -0.61, -0.60



Computed, not measured: the molecule C4H7BN2, with ωB97M-V with the def2-TZVPD basis set.

Summary:
**Spin multiplicity**: 3
**Expectation value of S²**: 2.021
**Strongest force on any atom**: 0.1942 Eh/bohr
**DFT total energy**: -7913.9326 eV
**Lowest unoccupied orbital energy (alpha / beta)**: 0.69 / -2.53 eV

Geometry (Å):
B1 -1.0506 0.0857 0.0361
C1 -0.1343 1.3399 0.1320
C2 1.1874 1.2052 0.2831
C3 2.0065 0.0664 -0.0259
C4 2.7267 -0.8258 -0.4006
N1 -0.6184 -1.2365 0.4940
N2 -2.3322 0.0248 -0.3874
H1 -0.5313 2.3449 0.3931
H2 1.8289 1.9478 0.6850
H3 3.3469 -1.5190 -1.0630
H4 0.1962 -1.4155 1.1391
H5 -0.9594 -2.1163 0.1744
H6 -2.6920 0.8675 -0.7798
H7 -2.9742 -0.7693 -0.6802

Force components x, y, z for each atom (eV/Å):
2.2 -2.5 1.8
-7.3 0.7 -0.1
9.3 -3.7 0.0
-3.6 4.4 0.8
2.8 -3.4 -2.3
2.7 0.4 1.6
-4.5 0.1 -2.4
0.1 -0.8 -0.7
0.1 0.9 0.6
-1.3 1.4 1.6
-1.3 0.6 -1.4
-0.6 -0.1 -0.2
-0.4 0.5 -0.3
1.8 1.3 1.0

Here are the Löwdin charges for atoms 1 to 8, given in e: -0.69, 0.00, -0.16, -0.15, 0.10, 0.14, 0.16, 0.11



> Look up the strongest force on any atom of the fourth one.

0.1942 Eh/bohr



> Which of these has the lowest strongest force on any atom?

C5H7O2S